# 1
15
Properties=species:S:1:pos:R:3:forces:R:3:lowdin_charge:R:1 method="wB97M-V/def2-TZVPD" largest_force_ha_per_bohr=0.03789 energy_ha=-308.28265 orbital_gap_ev=7.532 charge=-1
H 0.452400 -1.917558 0.046289 0.137 -0.773 -0.090 0.0836
C -0.115500 0.007292 -0.867499 -0.392 0.517 0.850 -0.6154
H 0.894888 0.369116 -1.150876 0.218 -0.456 -0.400 0.1186
C -0.838265 -0.656049 -2.051324 0.897 -0.312 0.354 -0.0923
H -0.670709 -0.088576 -2.961410 -0.167 0.120 -0.179 0.0526
H 0.065837 1.339934 0.894033 0.952 -0.877 0.550 0.0881
H -0.941388 -1.027536 0.762588 -0.279 -0.405 -0.158 0.1040
C 0.941707 -0.360351 1.442664 -0.565 -0.211 0.354 -0.3452
O 0.811485 1.022161 1.621818 -1.163 0.878 -1.294 -0.1807
H -1.886090 -0.699919 -1.807157 -0.512 0.144 0.031 0.0560
H 1.992908 -0.631443 1.295988 0.197 0.064 -0.158 0.0879
H -0.496106 -1.684010 -2.197644 0.150 -0.130 -0.209 0.0489
H 0.614763 -0.839999 2.382904 0.302 -0.221 0.008 0.0876
O -0.837314 1.087157 -0.413808 0.153 0.486 0.370 -0.3170
C 0.055964 -0.960258 0.332755 0.071 1.176 -0.031 -0.1769



# 2
34
Properties=species:S:1:pos:R:3:forces:R:3:lowdin_charge:R:1 method="wB97M-V/def2-TZVPD" largest_force_ha_per_bohr=0.09808 spin_multiplicity=3 energy_ha=-1029.24204 orbital_gap_ev="5.892 / 6.007" charge=+2 s2=2.015
C 1.057801 -2.691538 1.904952 0.344 1.550 0.550 -0.0525
H -0.546225 -4.436652 0.284073 0.506 0.444 0.368 0.1145
H 2.443154 -4.142928 -0.119362 -1.602 2.065 -0.893 0.1664
H -1.535510 0.533151 2.540343 0.536 -3.831 0.643 0.1062
H -0.540166 3.636149 1.650888 1.959 1.552 3.238 0.1112
C 1.952994 -3.082128 -0.346785 1.787 0.241 -0.475 -0.0672
H 1.731062 -1.773744 1.960522 -0.153 -1.692 1.144 0.1306
C -0.432258 3.680855 -0.419446 0.827 -1.256 -3.648 -0.1098
H -1.170038 3.787321 -1.333863 1.084 -0.091 2.150 0.1615
C -0.471703 -3.351266 0.086315 -0.982 -0.656 -1.042 -0.0441
H -1.001669 0.158808 -2.677641 -0.796 1.555 0.226 0.1080
C -1.027645 3.247565 0.868492 -4.412 -0.548 -1.832 -0.0667
C -0.083368 1.224230 -1.051848 0.338 1.427 -0.010 -0.6743
C 0.344577 -0.971976 -0.015149 2.537 -0.491 -2.780 -0.4265
H 0.052886 4.663122 -0.298004 -0.058 -0.570 -0.123 0.1401
H -0.588170 1.969399 -2.951683 -0.972 -1.235 0.628 0.1349
H -1.392852 -2.884952 0.554497 1.408 -0.269 -0.362 0.1133
H -0.593107 -3.323471 -1.041897 0.290 0.396 1.268 0.1160
H 1.603445 -2.800896 -1.376537 0.362 -1.538 0.526 0.0770
N 0.813997 -2.711713 0.506351 -1.184 -3.455 -0.958 -0.4075
C -1.026009 1.205986 -2.225666 0.584 -0.562 -1.488 -0.0324
O -1.686148 1.391029 2.280544 -0.040 4.874 -1.294 0.2789
H 0.157712 -2.530823 2.503097 -0.106 0.354 -0.391 0.1008
H -2.072643 3.718849 0.924479 1.110 -0.791 0.313 0.2022
H 1.358790 -3.683969 2.193296 1.155 -0.077 0.511 0.1119
H 1.359347 2.369101 -0.163797 0.862 0.537 0.453 0.1061
N -0.523011 -0.419439 0.663802 -2.367 2.140 1.844 0.1655
H -1.992590 1.515999 -1.841911 -0.336 -0.169 -0.578 0.1065
N -0.777509 0.916379 0.267619 1.760 -0.939 -1.598 0.0521
S 1.113580 -0.130662 -1.344644 -1.462 0.706 1.441 1.3154
C -1.163317 1.802155 1.163552 -0.702 -0.522 0.040 -0.1935
H 2.852227 -2.366070 -0.288102 -1.304 -0.729 0.830 0.1118
H 1.157384 2.937191 -1.931920 -1.266 -1.249 2.363 0.1925
C 0.624982 2.544937 -0.924566 0.294 2.828 -1.061 -0.1490



# 3
42
Properties=species:S:1:pos:R:3:forces:R:3:lowdin_charge:R:1 method="wB97M-V/def2-TZVPD" largest_force_ha_per_bohr=0.08986 spin_multiplicity=4 energy_ha=-1521.82053 orbital_gap_ev="6.164 / 2.122" charge=+2 s2=3.771
H -5.069883 -2.862225 -1.977165 0.156 0.028 0.386 0.0867
H -2.715213 -3.757545 -1.859585 0.544 0.248 -0.431 0.1127
H -3.340203 -3.496845 -0.376945 0.565 0.649 0.873 0.1190
O 1.029337 -0.026395 -1.910705 1.409 -0.482 -0.119 -0.1458
Pd 1.484597 -0.570575 -6.126865 -0.042 -0.188 0.224 0.9664
H 0.709377 2.559095 1.321705 0.016 -0.762 -0.070 0.0983
C -4.207653 -2.216675 -1.810035 1.012 0.607 -0.325 -0.0867
H 2.641587 0.476935 2.149635 -0.141 0.049 -0.344 0.1444
H 3.132807 -1.117745 1.372895 0.508 0.015 -0.653 0.1568
C 1.060297 -1.092365 1.719965 -1.182 0.373 -1.711 -0.2374
O 3.196247 -0.796405 -2.520295 -0.108 0.898 0.258 -0.0566
C -0.446403 3.921845 0.276425 -0.160 0.688 -0.198 -0.1916
N -2.491873 0.240675 0.276385 1.244 -3.757 -2.387 0.1666
H -1.329993 -1.770085 -1.982165 -0.452 0.462 -0.318 0.1003
H 2.526837 3.973405 0.230335 -0.350 -0.012 0.394 0.0793
H -0.029773 -1.932175 3.333475 -0.148 -0.325 -0.069 0.0966
H 0.151707 2.001755 -0.343325 0.129 -0.308 0.343 0.0731
O 1.322247 -1.785515 -3.458955 0.105 0.569 -0.656 -0.2586
H 1.872147 3.637595 -1.322675 -0.139 -0.182 -0.144 0.0742
Cl 1.804677 -1.208125 -2.235755 -1.482 -2.993 1.371 0.7267
C 2.462737 -0.594095 2.054735 1.250 -0.812 3.567 -0.0617
H 2.624487 2.344725 -0.377975 0.098 -0.122 -0.111 0.0433
H -0.974433 -0.675525 2.564355 0.226 -0.003 -0.693 0.0819
H 1.139727 -2.042015 1.190865 -0.082 -0.451 0.855 0.1057
C -2.961293 -2.913075 -1.215835 -2.393 -1.661 -0.865 -0.2600
H -3.946353 -1.784625 -2.776035 -0.001 -0.063 -0.284 0.0726
H -0.970653 -2.442455 -0.503605 -0.161 -0.130 0.555 0.1013
N 0.080567 5.819005 2.029355 0.324 0.446 0.526 0.1582
C 2.999077 -1.161025 3.369625 -1.177 1.272 -2.702 0.1022
C 1.971527 3.215735 -0.322545 -0.572 -0.176 0.077 -0.0930
C 0.584137 2.796005 0.265155 0.871 1.255 -0.237 -0.2636
H -1.451483 3.515405 0.389225 0.006 -0.001 0.868 0.1129
C -1.810553 -1.986895 -1.028145 0.689 0.337 0.415 -0.2085
N 3.460807 -1.523495 4.406065 0.238 -0.349 0.547 0.4187
H 0.705007 -0.493435 0.881425 0.371 0.664 -0.048 0.0915
H 0.288537 -0.330925 3.666475 0.407 0.530 -0.327 0.0936
C -2.205293 -0.740875 -0.332635 -0.545 3.440 2.201 -0.1987
O 1.787397 -2.229495 -1.203055 0.185 2.257 -1.344 -0.2293
C -0.122813 4.988645 1.273035 -0.837 -1.249 -1.285 -0.2105
H -0.577053 4.372985 -0.707195 0.563 0.323 -0.127 0.1175
H -4.427323 -1.340215 -1.200395 -0.572 -0.231 0.179 0.0652
C 0.042357 -0.972995 2.820755 -0.371 -0.855 1.806 -0.0640



# 4
16
Properties=species:S:1:pos:R:3:forces:R:3:lowdin_charge:R:1 method="wB97M-V/def2-TZVPD" largest_force_ha_per_bohr=0.07079 energy_ha=-362.84762 orbital_gap_ev=8.894
H 0.923569 2.096511 0.341338 0.493 0.896 1.516 0.0735
H 0.589027 0.861958 2.492488 0.048 -0.455 -0.546 0.0863
C 0.736663 1.333196 -1.660799 0.467 0.334 1.339 -0.1002
H 1.299464 0.453994 -1.982042 0.706 0.521 -0.417 0.0713
C -0.008607 0.184500 0.454856 0.936 3.292 1.240 -0.3211
H -0.245146 1.075495 -1.970320 -1.134 0.655 -1.281 0.0356
O -0.218756 -3.061646 0.015206 0.276 0.769 0.024 -0.0259
H 1.112626 2.368301 -1.981605 -0.593 -1.918 0.137 0.1037
H -0.245789 -0.691966 2.278617 0.191 -2.591 1.570 0.0263
C -0.178516 0.278161 1.969425 -1.619 1.928 -0.787 -0.0276
N -0.727926 -0.721829 -0.282646 -0.569 -1.732 -0.009 0.0046
C 0.593530 1.237228 -0.141955 -0.174 -1.772 -1.935 -0.1225
H -0.684247 -0.759228 -1.281180 0.234 0.289 -0.304 0.1273
O -1.162810 -1.915208 0.209455 -0.214 0.210 0.248 -0.1155
H -1.168408 0.742556 2.300502 1.027 -0.487 -0.827 0.1084
H -0.614675 -3.482023 -0.761340 -0.073 0.062 0.031 0.0757